Record 1
{"formula": "C10H16", "method": "ωB97M-V/def2-TZVPD", "de_lowest_kj_mol": 90.8, "total_charge": 1, "multiplicity": 2, "elements": ["C", "C", "C", "C", "C", "C", "C", "C", "H", "H", "H", "H", "H", "H", "H", "H", "H", "H", "C", "C", "H", "H", "H", "H", "H", "H"], "xyz": [[-1.64298, 0.43084, -1.40678], [-1.26761, -0.39336, -2.64029], [-1.10185, -0.29807, -0.19656], [-0.28023, -1.42746, -0.16787], [-1.68107, 0.15767, 1.07907], [-0.09971, -2.16408, 0.97710], [-1.43135, -0.64487, 2.20588], [-0.58879, -1.71438, 2.22801], [-1.25478, 1.48247, -1.43348], [-2.68625, 0.68754, -1.29882], [-0.21934, -0.76655, -2.74950], [0.17838, -1.72543, -1.10320], [-2.36900, 0.99300, 1.16496], [0.42609, -3.13076, 0.90142], [-1.78217, -0.27787, 3.16057], [-0.38516, -2.39904, 3.04214], [-1.38173, 0.05236, -3.60127], [-1.91321, -1.27279, -2.60669], [1.80995, 1.61942, -0.19937], [3.06862, 1.53215, 0.74102], [1.53889, 2.61345, -0.49370], [1.97340, 1.09190, -1.11742], [1.00674, 1.20710, 0.41333], [3.35209, 2.51008, 1.04071], [3.90663, 0.88841, 0.42856], [2.82444, 0.94828, 1.63216]], "atomic_forces_ev_per_a": [[2.5, -0.3, -0.3], [0.1, -0.8, -0.3], [-1.9, 1.9, 0.9], [0.4, -0.2, -0.6], [0.8, -2.2, 0.7], [0.8, -0.4, -1.2], [-0.6, 2.6, 1.0], [-0.2, -1.5, -1.2], [0.4, -0.7, 0.2], [-0.7, -0.6, 0.1], [-0.7, 0.5, 0.8], [-0.1, -0.3, 0.3], [0.3, 0.0, -0.2], [-0.2, 0.7, 0.1], [-0.4, -0.1, 0.0], [-0.2, 0.7, 0.5], [-0.7, 0.8, -0.5], [0.1, -0.1, -0.3], [1.1, -0.6, 1.2], [-0.7, -1.4, -0.2], [0.0, 0.7, 0.1], [-0.2, -0.7, -0.4], [-0.4, -0.1, -0.5], [0.7, 0.7, 0.3], [-0.1, 0.9, -0.8], [-0.5, 0.5, 0.3]]}

***

Record 2
{"formula": "C3H4N2O3", "method": "ωB97M-V/def2-TZVPD", "de_lowest_kj_mol": 15.2, "multiplicity": 3, "elements": ["C", "C", "C", "N", "N", "O", "O", "O", "H", "H", "H", "H"], "xyz": [[0.08242, 0.35115, -0.15332], [1.22425, 2.26635, 0.34550], [-1.19005, -1.43389, -0.43551], [-0.19288, -1.58178, 0.63471], [0.62059, -0.45062, 0.66977], [0.33646, 1.66321, -0.41323], [2.11015, 1.78248, 0.97154], [-0.85491, -0.17729, -0.98430], [0.95535, 3.30522, 0.07950], [-1.11218, -2.05043, -1.36134], [-2.37083, -1.31266, -0.13298], [0.39163, -2.36175, 0.77966]], "atomic_forces_ev_per_a": [[-4.6, 6.3, -5.7], [0.4, 2.6, -1.0], [-2.1, 0.8, -0.9], [-0.2, 2.7, -0.5], [3.3, -7.2, 5.4], [-1.6, -3.1, 0.1], [0.5, -0.1, 0.8], [0.1, 0.3, -0.4], [1.0, 0.4, 0.9], [0.0, -0.7, 1.3], [3.0, -0.8, -0.1], [0.1, -1.4, 0.2]]}

***

Record 3
{"formula": "C2H3OP", "method": "ωB97M-V/def2-TZVPD", "de_lowest_kj_mol": 284.3, "multiplicity": 1, "elements": ["C", "C", "O", "P", "H", "H", "H"], "xyz": [[1.43656, -0.70968, 0.22880], [0.10608, -0.72133, 0.23523], [2.66331, -0.54514, 0.26050], [-1.22627, 0.62311, 0.25950], [-2.28283, 1.47032, -0.96155], [-0.34645, -1.71588, -0.07886], [-0.35040, 1.59859, 0.05637]], "atomic_forces_ev_per_a": [[4.8, 2.1, -0.3], [-0.7, -1.7, -2.1], [-6.5, -1.2, 0.1], [-2.0, 0.0, 0.5], [2.1, -2.1, 0.8], [0.8, 1.1, 0.9], [1.4, 1.8, 0.1]]}

***

Record 4
{"formula": "C41H38IN3OP2Re", "method": "ωB97M-V/def2-TZVPD", "total_charge": 2, "multiplicity": 4, "elements": ["Re", "C", "C", "N", "N", "C", "O", "C", "C", "C", "C", "C", "C", "C", "C", "C", "C", "C", "N", "H", "H", "H", "H", "H", "H", "H", "H", "H", "H", "H", "H", "C", "C", "P", "C", "C", "C", "C", "C", "C", "C", "C", "C", "C", "C", "C", "C", "P", "C", "C", "C", "C", "C", "C", "C", "C", "C", "C", "C", "C", "H", "H", "H", "H", "H", "H", "H", "H", "H", "H", "H", "H", "H", "H", "H", "H", "H", "H", "H", "H", "H", "H", "H", "H", "H", "H", "I"], "xyz": [[0.08014, 0.11815, 0.00621], [1.16319, -3.91669, 1.32288], [0.55831, -2.58045, 1.09418], [0.81321, -1.82939, 0.07710], [1.71266, -2.21547, -0.90040], [1.88354, -1.21486, -1.71396], [1.20607, -0.06851, -1.60313], [2.84481, -1.29613, -2.81742], [3.83424, -2.27834, -2.81377], [4.75449, -2.32741, -3.84765], [4.68648, -1.40249, -4.88238], [3.70446, -0.41923, -4.88388], [2.78868, -0.35814, -3.84743], [-0.37666, -1.96291, 2.05641], [-0.78904, -2.59842, 3.20663], [-1.68945, -1.95909, 4.05186], [-2.16483, -0.70665, 3.71193], [-1.71621, -0.11952, 2.54320], [-0.83779, -0.72375, 1.73843], [1.82804, -4.17028, 0.50465], [0.38661, -4.68097, 1.40442], [1.72735, -3.91269, 2.25860], [3.87663, -2.99210, -2.00270], [5.52783, -3.08341, -3.84568], [5.40680, -1.44473, -5.68884], [3.65925, 0.30083, -5.69042], [2.03653, 0.42080, -3.82645], [-0.41144, -3.58391, 3.43934], [-2.01641, -2.44282, 4.96322], [-2.87205, -0.17945, 4.33636], [-2.06628, 0.85425, 2.23416], [-1.71640, 2.03547, -2.85230], [-2.63867, 0.91390, -2.38071], [-1.94286, -0.46666, -1.40118], [-3.41444, -1.20804, -0.62460], [-3.30730, -2.21262, 0.33724], [-4.43520, -2.83606, 0.84745], [-5.69613, -2.46538, 0.40133], [-5.81653, -1.48792, -0.57428], [-4.68729, -0.86790, -1.08999], [-1.37078, -1.70762, -2.60019], [-1.66226, -3.05881, -2.41506], [-1.17938, -4.00391, -3.30981], [-0.40627, -3.61018, -4.39131], [-0.11517, -2.26593, -4.58201], [-0.58966, -1.31860, -3.68970], [-1.32025, 3.01194, -1.73790], [0.14001, 2.53566, -0.76477], [1.56005, 2.85287, -1.84150], [2.85301, 2.66950, -1.34856], [3.94963, 2.90146, -2.16185], [3.77052, 3.32083, -3.47432], [2.49097, 3.52216, -3.96627], [1.38773, 3.28821, -3.15466], [0.18330, 3.75697, 0.56368], [-0.65676, 3.58472, 1.66193], [-0.70987, 4.53732, 2.66371], [0.09074, 5.67116, 2.57553], [0.92774, 5.84943, 1.48603], [0.97418, 4.89737, 0.47394], [-2.26547, 2.59155, -3.61336], [-0.83523, 1.63440, -3.35298], [-3.10244, 0.42963, -3.24258], [-3.43842, 1.34452, -1.77561], [-2.33974, -2.56022, 0.65887], [-4.32783, -3.62138, 1.58468], [-6.57889, -2.94836, 0.79860], [-6.79302, -1.20815, -0.94624], [-4.82542, -0.12643, -1.86331], [-2.28020, -3.38485, -1.58970], [-1.41932, -5.04896, -3.16542], [-0.03471, -4.34847, -5.08950], [0.48850, -1.95440, -5.42422], [-0.33556, -0.27832, -3.84726], [-2.13990, 3.14897, -1.02842], [-1.09454, 4.00152, -2.13911], [3.01047, 2.35331, -0.32650], [4.94675, 2.76030, -1.76656], [4.62903, 3.50374, -4.10693], [2.34394, 3.87355, -4.97907], [0.40705, 3.48235, -3.56157], [-1.27215, 2.69520, 1.73839], [-1.36463, 4.39977, 3.51403], [0.05892, 6.41570, 3.36002], [1.54871, 6.73255, 1.41816], [1.62900, 5.04844, -0.37444], [2.01494, 0.81027, 1.72933]], "atomic_forces_ev_per_a": [[0.6, 0.2, -0.1], [0.0, 0.0, 0.0], [0.0, 0.0, 0.1], [0.0, -0.3, -0.1], [-0.4, 0.4, 0.4], [0.1, 0.2, -0.5], [0.3, -0.3, 0.1], [0.0, 0.1, 0.1], [0.0, -0.1, -0.1], [0.0, 0.0, 0.0], [0.0, 0.0, 0.0], [0.0, 0.0, 0.0], [0.1, 0.1, 0.0], [0.0, 0.0, -0.1], [0.0, -0.1, 0.1], [0.0, -0.1, 0.0], [0.0, 0.0, 0.0], [0.1, -0.2, -0.1], [-0.2, 0.1, 0.2], [0.0, 0.0, 0.0], [0.0, 0.0, 0.0], [0.0, 0.0, 0.0], [0.0, 0.0, 0.0], [0.0, 0.0, 0.0], [0.0, 0.0, 0.0], [0.0, 0.0, 0.0], [0.0, 0.0, 0.0], [0.0, 0.0, 0.0], [0.0, 0.0, 0.0], [0.0, 0.0, 0.0], [0.0, 0.0, 0.0], [0.0, 0.0, 0.1], [0.0, 0.0, -0.1], [-0.1, -0.2, -0.1], [0.0, 0.1, -0.1], [-0.1, 0.0, 0.0], [0.0, 0.0, 0.0], [0.0, 0.0, 0.0], [0.0, 0.0, 0.0], [0.0, 0.0, 0.1], [0.0, 0.0, 0.0], [0.0, 0.0, 0.0], [0.0, 0.0, 0.0], [0.0, 0.0, 0.0], [0.0, 0.0, 0.0], [0.0, 0.0, 0.0], [0.0, 0.0, -0.1], [-0.2, 0.0, 0.3], [0.0, -0.1, 0.0], [0.1, 0.0, -0.1], [0.0, 0.0, 0.0], [0.0, 0.0, 0.0], [0.0, 0.0, 0.0], [0.1, 0.1, 0.0], [0.0, 0.0, 0.0], [0.0, 0.0, 0.0], [0.0, 0.0, 0.0], [0.0, 0.0, 0.0], [0.0, 0.0, 0.0], [0.0, 0.1, 0.0], [0.0, 0.0, 0.0], [0.0, 0.0, 0.0], [0.0, 0.0, 0.0], [0.0, 0.0, 0.0], [0.2, 0.0, 0.1], [0.0, 0.0, 0.0], [0.0, 0.0, 0.0], [0.0, 0.0, 0.0], [0.0, 0.0, 0.0], [0.0, 0.0, 0.0], [0.0, 0.0, 0.0], [0.0, 0.0, 0.0], [0.0, 0.0, 0.0], [0.0, 0.0, 0.0], [0.0, 0.0, 0.0], [-0.1, 0.0, 0.0], [0.0, 0.0, -0.1], [0.0, 0.0, 0.0], [0.0, 0.0, 0.0], [0.0, 0.0, 0.0], [0.0, 0.0, 0.0], [0.0, 0.0, 0.0], [0.0, 0.0, 0.0], [0.0, 0.0, 0.0], [0.0, 0.0, 0.0], [0.0, 0.0, 0.0], [-0.1, 0.0, -0.1]]}

***

Record 5
{"formula": "C5H7O3Yb", "method": "ωB97M-V/def2-TZVPD", "de_lowest_kj_mol": 13.8, "total_charge": 3, "multiplicity": 3, "elements": ["O", "C", "O", "Yb", "O", "C", "H", "H", "C", "H", "H", "C", "C", "H", "H", "H"], "xyz": [[-0.01864, -1.29576, 0.18024], [0.29777, -0.16415, -0.47926], [1.63892, -0.15210, -0.42961], [2.18746, -2.18586, 0.25369], [-0.39469, 0.78698, -0.68034], [-1.41578, -1.54167, 0.60571], [-1.64526, -0.79259, 1.36930], [-2.02665, -1.36539, -0.29144], [-1.51241, -2.92528, 1.09816], [-1.25091, -3.75508, 0.44026], [-1.89028, -3.12553, 2.09906], [1.06068, 3.46005, -1.32392], [0.97842, 4.29832, -0.42459], [0.92889, 3.24674, -2.37644], [2.02233, 0.82473, -0.62310], [1.04015, 4.68659, 0.58226]], "atomic_forces_ev_per_a": [[1.2, -0.3, -1.2], [-2.9, 2.0, 2.6], [3.2, 3.9, -1.7], [0.4, -1.7, 0.7], [0.8, -1.1, -0.8], [-1.5, -0.1, 0.1], [0.1, -0.1, -0.2], [0.1, 0.0, 0.2], [0.4, -0.1, 0.2], [-0.2, 0.1, 0.1], [0.0, 0.0, -0.3], [-0.5, 0.0, -2.6], [0.3, 0.5, 2.6], [0.1, -0.6, -0.1], [-1.2, -3.1, 0.4], [-0.2, 0.7, -0.1]]}

***

Record 6
{"formula": "C21H33Cl2N5OTm", "method": "ωB97M-V/def2-TZVPD", "de_lowest_kj_mol": 52.4, "total_charge": 3, "multiplicity": 3, "elements": ["Tm", "C", "C", "C", "C", "C", "C", "C", "C", "C", "H", "H", "H", "H", "H", "H", "H", "H", "H", "H", "H", "H", "O", "C", "C", "C", "C", "C", "C", "C", "C", "N", "H", "H", "H", "H", "H", "H", "H", "H", "H", "H", "H", "N", "N", "H", "H", "H", "H", "Cl", "C", "Cl", "H", "H", "N", "C", "C", "N", "C", "H", "H", "H", "H"], "xyz": [[0.47348, 0.32716, -0.06393], [0.88012, 2.31189, -3.49439], [-0.09099, 1.84305, -2.46516], [-0.38954, 0.43383, -2.45891], [-1.63003, 0.04343, -1.84275], [-2.31898, -1.24008, -2.28215], [-2.19698, 0.91663, -0.87602], [-1.66062, 2.22115, -0.56716], [-2.34489, 3.24232, 0.37791], [-0.62208, 2.63852, -1.44910], [0.36475, 2.93765, -4.28308], [1.35046, 1.47683, -3.97016], [1.63977, 2.97166, -2.95887], [0.14818, -0.17211, -3.11926], [-3.26877, -1.01550, -2.81418], [-2.75676, -1.78207, -1.38658], [-1.66505, -1.86966, -2.92582], [-3.00605, 0.45721, -0.30376], [-2.02521, 4.25917, 0.05921], [-2.00373, 3.21015, 1.42241], [-3.40345, 3.08941, 0.29977], [-0.30631, 3.68471, -1.49314], [0.45920, -2.05505, -0.47619], [-0.33406, -3.11046, 0.19138], [0.47492, -3.68976, 1.31774], [0.66555, -2.71435, 2.48614], [-0.37149, -1.69854, 2.78443], [-1.48313, -2.19285, 3.44213], [-2.51585, -1.33105, 3.83638], [-2.41257, 0.02176, 3.34103], [-1.32135, 0.38556, 2.60503], [-0.34311, -0.41201, 2.24435], [0.63845, -2.33099, -1.40524], [-0.75137, -3.78673, -0.57247], [-1.17435, -2.51773, 0.69599], [1.48867, -4.03334, 1.05434], [-0.00998, -4.55347, 1.70095], [1.67174, -2.24841, 2.47497], [0.62880, -3.36768, 3.42072], [-1.51954, -3.23978, 3.64781], [-3.31034, -1.75264, 4.49244], [-3.22471, 0.73741, 3.51783], [-1.32580, 1.37962, 2.20082], [2.98664, -0.11175, 0.53311], [2.69239, 0.53711, -0.70712], [3.57517, 0.48461, 1.04235], [3.30282, -1.09138, 0.36817], [3.09611, 0.00925, -1.48126], [3.18985, 1.43081, -0.69755], [0.81548, -3.23467, -3.05635], [1.11758, -3.60173, -4.88967], [-0.36525, -3.49936, -5.73311], [1.51255, -4.60311, -4.88296], [1.87972, -2.94070, -5.23474], [1.90650, 4.18030, 1.88769], [1.87780, 3.40544, 3.06529], [1.29931, 2.19642, 2.63738], [1.19544, 2.19885, 1.26975], [1.55219, 3.39625, 0.82304], [2.26107, 5.10499, 1.75553], [2.27945, 3.73854, 3.98453], [1.01953, 1.21807, 3.12513], [1.70864, 3.70724, -0.21465]], "atomic_forces_ev_per_a": [[0.0, -0.4, 1.9], [0.3, 2.2, 0.8], [0.3, -2.2, 0.6], [-2.6, 2.3, 0.6], [0.8, 0.1, -0.6], [-0.7, -0.3, 1.1], [0.8, -0.2, 0.8], [-0.4, -0.5, -1.1], [1.8, -0.1, -0.7], [-0.4, 0.6, -0.2], [0.5, -0.6, 0.9], [0.4, -0.3, -0.4], [-0.7, -0.7, -1.1], [0.4, -1.1, -1.1], [0.8, 0.3, -0.1], [0.9, 0.2, -0.9], [-0.6, 0.4, 0.6], [-0.2, 0.7, -0.1], [-0.6, -0.6, 0.0], [-0.2, -0.4, -0.2], [-0.5, 0.2, 0.2], [-0.2, -0.2, 0.4], [0.0, 0.8, -0.2], [-0.9, 1.4, 0.7], [0.7, 0.3, -0.3], [1.4, -0.5, 1.9], [-0.8, 0.7, -1.8], [-0.6, 1.6, 0.6], [0.5, 0.8, -0.7], [-1.5, -1.7, 1.7], [-1.5, 0.6, -0.3], [1.4, -2.6, 0.1], [0.0, 0.2, 0.7], [0.4, 0.2, 0.4], [0.7, -1.1, -1.0], [-0.5, 0.1, -0.4], [-0.7, -0.8, 0.1], [-0.5, -0.2, -0.1], [0.6, 0.8, -1.1], [0.0, -0.4, 0.5], [0.4, 0.8, -0.8], [0.5, -0.3, 0.1], [0.2, 0.5, -0.1], [-1.9, -2.1, -0.6], [0.6, 0.4, -1.3], [1.2, 0.2, 1.2], [0.2, 1.3, 0.5], [0.1, 0.1, -0.1], [-0.3, -0.1, -0.3], [0.5, -0.5, -1.2], [-0.2, -0.5, 0.8], [-0.2, 0.1, -0.3], [-0.1, -0.4, 0.2], [0.2, 0.8, -0.1], [0.2, -2.0, -0.3], [-1.7, -1.1, -2.8], [1.1, -0.2, 1.2], [-0.7, 0.0, -1.1], [0.6, 0.8, 1.4], [0.3, 0.5, 0.3], [-0.1, 0.4, 0.7], [0.7, 1.8, -0.1], [-0.4, -0.1, 0.6]]}

***

Number 1: E_tot -390.275314 Eh. Number 2: E_tot -451.715054 Eh. Number 3: E_tot -494.455227 Eh. Number 4: E_tot -2882.957554 Eh. Number 5: E_tot -1577.744744 Eh. Number 6: E_tot -3173.728210 Eh.